This record from OMol25 describes the molecule C3H5N3 at a distorted geometry. The level of theory is the ωB97M-V functional and the def2-TZVPD basis.

Geometry (Å):
C 1.656 0.678 -1.060
C 0.192 -1.033 0.235
C -0.682 0.831 -0.077
H 1.714 0.494 -2.233
H 2.684 0.060 -0.769
H 1.697 1.787 -0.438
H 0.999 -1.729 0.589
H -0.544 1.813 -0.543
N 0.414 0.068 -0.445
N -0.876 -1.054 0.934
N -1.473 0.232 0.770

As for the orbital gap: 10.430 eV. The calculation puts the energy above the lowest of the compared OMol25 structures with the same formula, charge and spin at 2.795 eV. For the calculated total energy, the calculation gives -281.48734 Eh. As for the LUMO energy: 0.48 eV. Its SMILES is Cn1cnnc1.

---

This record from OMol25 describes the molecule C3H5N3. The level of theory is the ωB97M-V functional and the def2-TZVPD basis.

Geometry (Å):
C 2.103 0.560 -0.298
C 0.029 -0.245 0.403
C -1.130 -0.783 0.083
N -2.391 -0.096 0.286
N -2.544 1.007 0.772
N 1.154 0.098 0.707
H 1.619 0.869 -1.232
H 2.758 -0.293 -0.497
H 2.714 1.369 0.103
H -1.162 -1.789 -0.319
H -3.185 -0.697 -0.024

As for the orbital gap: 8.758 eV. The calculation puts the energy above the lowest of the compared OMol25 structures with the same formula, charge and spin at 4.329 eV. For the calculated total energy, the calculation gives -281.43098 Eh. As for the LUMO energy: 0.69 eV.

---

This record from OMol25 describes the molecule C3H5N3 at a distorted geometry. The level of theory is the ωB97M-V functional and the def2-TZVPD basis.

Geometry (Å):
C 0.552 0.050 1.439
N 0.070 0.316 0.204
C -0.697 -0.819 -0.278
N -0.636 -0.744 -1.706
N -0.158 0.410 -1.991
C 0.223 1.103 -0.867
H 1.231 -0.798 1.429
H -0.292 -1.596 0.413
H 0.643 0.811 2.190
H -1.740 -0.747 0.065
H 0.805 2.014 -0.897

As for the orbital gap (alpha / beta): 7.955 / 7.317 eV. The calculation puts the energy above the lowest of the compared OMol25 structures with the same formula, charge and spin at 4.636 eV. For the calculated total energy, the calculation gives -281.41967 Eh. As for the LUMO energy (alpha / beta): -0.36 / -0.36 eV.

---

This record from OMol25 describes a structure of composition C3H5N3. The level of theory is the ωB97M-V functional and the def2-TZVPD basis.

Geometry (Å):
C -1.695 -0.041 0.185
N -0.260 -0.009 -0.032
N 0.420 1.107 0.075
C 1.696 0.764 0.007
C 1.880 -0.655 -0.014
N 0.552 -1.107 -0.013
H -1.939 0.050 1.248
H -2.097 -0.976 -0.208
H -2.134 0.803 -0.350
H 2.455 1.533 0.023
H 1.123 -1.469 -0.919

As for the orbital gap: 9.874 eV. The calculation puts the energy above the lowest of the compared OMol25 structures with the same formula, charge and spin at 4.614 eV. For the calculated total energy, the calculation gives -281.42047 Eh. As for the LUMO energy: 0.75 eV.

---

This record from OMol25 describes the molecule C3H5N3 at a distorted geometry. The level of theory is the ωB97M-V functional and the def2-TZVPD basis.

Geometry (Å):
C -1.590 -0.619 -0.005
N -0.497 -0.192 -0.850
C 0.596 0.200 -0.334
N 0.982 0.302 0.985
C 1.651 0.546 -1.286
N 2.479 0.804 -2.051
H -2.378 -1.019 -0.649
H -1.294 -1.410 0.699
H -2.026 0.211 0.571
H 0.274 0.327 1.702
H 1.827 0.814 1.192

As for the orbital gap: 10.572 eV. The calculation puts the energy above the lowest of the compared OMol25 structures with the same formula, charge and spin at 0.913 eV. For the calculated total energy, the calculation gives -281.55648 Eh. As for the LUMO energy: 0.64 eV. Its SMILES is C/N=C(\N)C#N.

---

This record from OMol25 describes a cluster of 2 separate species, C3H5N3 in total at a distorted geometry. The level of theory is the ωB97M-V functional and the def2-TZVPD basis.

Geometry (Å):
C 0.148 -0.141 -1.989
C -0.529 0.819 -1.119
N -1.073 1.590 -0.450
N -0.030 1.006 2.447
N 0.096 -0.106 1.934
C 0.241 -1.074 1.241
H 0.984 -0.602 -1.457
H -0.551 -0.923 -2.294
H 0.517 0.370 -2.882
H 0.538 1.050 3.296
H -0.347 -1.980 1.278

As for the orbital gap: 10.034 eV. The calculation puts the energy above the lowest of the compared OMol25 structures with the same formula, charge and spin at 3.656 eV. For the calculated total energy, the calculation gives -281.45570 Eh. As for the LUMO energy: 0.87 eV.

---

This record from OMol25 describes a cluster of 2 separate species, C3H5N3 in total. The level of theory is the ωB97M-V functional and the def2-TZVPD basis.

Geometry (Å):
N -1.716 -0.167 0.554
C -0.790 -1.040 0.099
C 0.019 -1.873 -0.235
C 2.114 0.632 0.448
N 1.169 1.188 0.007
N 0.153 1.862 -0.263
H -2.646 -0.560 0.552
H -1.646 0.763 0.152
H 0.628 -2.660 -0.614
H 2.473 -0.381 0.505
H 0.242 2.242 -1.205

As for the orbital gap: 9.745 eV. The calculation puts the energy above the lowest of the compared OMol25 structures with the same formula, charge and spin at 5.282 eV. For the calculated total energy, the calculation gives -281.39592 Eh. As for the LUMO energy: 1.08 eV.

---

This record from OMol25 describes the molecule C3H5N3 at a distorted geometry. The level of theory is the ωB97M-V functional and the def2-TZVPD basis.

Geometry (Å):
N -1.768 0.220 0.032
C -0.363 -0.063 -0.015
C 0.627 -1.017 -0.118
C 1.800 -0.229 -0.017
N 1.546 1.083 0.134
N 0.182 1.136 0.137
H -2.271 -0.210 0.787
H -2.263 0.163 -0.843
H 0.521 -2.086 -0.243
H 2.829 -0.597 -0.052
H -0.839 1.600 0.197

As for the orbital gap: 9.913 eV. The calculation puts the energy above the lowest of the compared OMol25 structures with the same formula, charge and spin at 2.222 eV. For the calculated total energy, the calculation gives -281.50840 Eh. As for the LUMO energy: 0.75 eV. Its SMILES is Nc1ccn[nH]1.

---

This record from OMol25 describes the molecule C3H5N3 at a distorted geometry. The level of theory is the ωB97M-V functional and the def2-TZVPD basis.

Geometry (Å):
N -1.183 1.741 0.448
C -0.533 0.733 0.010
C -0.676 -1.106 -0.216
N 0.694 -1.481 -0.341
C 1.441 -0.467 -0.144
N 0.859 0.749 0.091
H -2.174 1.761 0.221
H -1.087 -1.130 0.786
H -1.266 -1.871 -0.797
H 2.524 -0.533 -0.128
H 1.402 1.604 0.070

As for the orbital gap: 10.015 eV. The calculation puts the energy above the lowest of the compared OMol25 structures with the same formula, charge and spin at 1.953 eV. For the calculated total energy, the calculation gives -281.51826 Eh. As for the LUMO energy: 0.93 eV. Its SMILES is [H]/N=C1\CN=CN1.

---

This record from OMol25 describes the ion C3H5N3 with charge +2 at a distorted geometry. The level of theory is the ωB97M-V functional and the def2-TZVPD basis.

Geometry (Å):
C 0.514 0.444 1.083
C -0.927 -1.108 1.080
C 0.322 0.160 -0.325
N -0.189 -0.393 1.837
N -0.866 -0.569 -0.254
N 0.852 0.812 -1.331
H 0.927 1.347 1.409
H -1.602 -1.918 1.239
H -1.187 -1.010 -1.032
H 1.775 1.349 -1.358
H 0.382 0.886 -2.348

As for the orbital gap: 8.291 eV. The calculation puts the energy above the lowest of the compared OMol25 structures with the same formula, charge and spin at 0.949 eV. For the calculated total energy, the calculation gives -280.75220 Eh. Its charge is +2. As for the LUMO energy: -14.03 eV.

---

This record from OMol25 describes the molecule C3H5N3O at a distorted geometry. The level of theory is the ωB97M-V functional and the def2-TZVPD basis.

Geometry (Å):
C -1.961 0.254 0.286
C 1.072 -0.125 -0.175
C -0.664 -0.067 -0.348
N 2.200 0.358 0.407
O 0.938 -1.432 -0.544
N -0.399 -1.400 -0.902
N 0.208 0.748 -0.938
H 2.834 0.877 -0.183
H 2.652 -0.206 1.108
H -1.879 1.159 0.885
H -2.295 -0.583 0.900
H -2.706 0.417 -0.497

As for the orbital gap (alpha / beta): 7.294 / 6.353 eV. The calculation puts the energy above the lowest of the compared OMol25 structures with the same formula, charge and spin at 7.364 eV. For the calculated total energy, the calculation gives -356.58675 Eh. As for the LUMO energy (alpha / beta): -0.62 / -1.06 eV.

---

This record from OMol25 describes the molecule C3H5N3O. The level of theory is the ωB97M-V functional and the def2-TZVPD basis.

Geometry (Å):
N 1.852 -0.077 0.255
C 0.456 -0.182 0.294
C -0.477 0.923 0.484
N -1.612 0.561 -0.290
C -1.511 -0.645 -0.899
O -0.220 0.022 1.554
N -0.265 -1.076 -0.567
H 2.317 -0.978 0.288
H 2.178 0.420 -0.564
H -0.227 1.979 0.578
H -2.459 1.093 -0.373
H -0.032 -2.040 -0.759

As for the orbital gap: 9.463 eV. The calculation puts the energy above the lowest of the compared OMol25 structures with the same formula, charge and spin at 2.956 eV. For the calculated total energy, the calculation gives -356.74876 Eh. As for the LUMO energy: 0.84 eV.

---

Copy entry 5 word for word.
This record from OMol25 describes the molecule C3H5N3 at a distorted geometry. The level of theory is the ωB97M-V functional and the def2-TZVPD basis.

Geometry (Å):
C -1.590 -0.619 -0.005
N -0.497 -0.192 -0.850
C 0.596 0.200 -0.334
N 0.982 0.302 0.985
C 1.651 0.546 -1.286
N 2.479 0.804 -2.051
H -2.378 -1.019 -0.649
H -1.294 -1.410 0.699
H -2.026 0.211 0.571
H 0.274 0.327 1.702
H 1.827 0.814 1.192

As for the orbital gap: 10.572 eV. The calculation puts the energy above the lowest of the compared OMol25 structures with the same formula, charge and spin at 0.913 eV. For the calculated total energy, the calculation gives -281.55648 Eh. As for the LUMO energy: 0.64 eV. Its SMILES is C/N=C(\N)C#N.

---

Question: What is the calculated total energy in the second record?
Answer: -281.43098 Eh